--- i ---
A cluster of 12 separate species, C48H96O12 in total. Source: the OMol25 dataset; level of theory: ωB97M-V/def2-TZVPD.

ORCA input file:
```
! RIJCOSX wB97M-V def2-TZVPD def2/J DEFGRID3
* xyz 0 1
C 2.28425 -4.91390 -1.45105
C 2.62199 -4.12967 -0.18004
C 3.44022 -5.10593 0.65622
O 3.38406 -6.36928 -0.01921
C 2.37205 -6.35963 -1.01060
H 3.06088 -4.75569 -2.20135
H 1.33283 -4.61689 -1.89223
H 1.73961 -3.73945 0.32885
H 3.20595 -3.27556 -0.51914
H 3.01736 -5.27257 1.65003
H 4.47616 -4.77034 0.70650
H 1.42162 -6.78554 -0.66478
H 2.75910 -7.03642 -1.77564
C -0.38297 -4.76369 3.22259
C -1.36297 -5.93282 3.40067
C -2.72036 -5.23182 3.41602
O -2.60058 -4.06678 2.63654
C -1.26038 -3.57246 2.76706
H 0.40284 -4.99160 2.50509
H 0.04733 -4.44766 4.17302
H -1.19364 -6.43164 4.35300
H -1.31316 -6.64321 2.57847
H -3.03908 -4.98425 4.44614
H -3.55388 -5.85943 3.08925
H -1.23958 -2.75707 3.49349
H -1.00521 -3.20654 1.77308
C -2.17415 5.52222 0.78291
C -1.33184 6.80845 0.93236
C 0.08369 6.37332 0.52707
O 0.11581 4.96438 0.68794
C -1.16089 4.47785 0.29331
H -2.98400 5.68205 0.07438
H -2.58975 5.27511 1.75858
H -1.38975 7.31659 1.89414
H -1.64229 7.59852 0.23889
H 0.87673 6.78338 1.15317
H 0.29114 6.65326 -0.51326
H -1.30967 3.51117 0.77268
H -1.21045 4.37563 -0.79744
C -1.12579 1.48418 -5.84343
C -0.44230 0.41727 -4.97550
C -1.58754 -0.50308 -4.57043
O -2.49662 -0.45683 -5.66583
C -2.32163 0.71511 -6.43563
H -0.41067 1.75821 -6.61853
H -1.43865 2.34858 -5.26382
H 0.09289 0.91223 -4.16167
H 0.31710 -0.12681 -5.53995
H -2.08621 -0.15354 -3.66073
H -1.23438 -1.52814 -4.45550
H -3.23048 1.32415 -6.38083
H -2.15767 0.48678 -7.49125
C 1.55437 -3.41857 -5.45021
C 2.11629 -2.43148 -4.39933
C 3.18828 -1.69101 -5.17202
O 3.78588 -2.68516 -5.97912
C 2.78047 -3.62743 -6.36127
H 0.75880 -2.94157 -6.02166
H 1.24317 -4.31306 -4.91919
H 2.62987 -3.05615 -3.66661
H 1.38205 -1.79575 -3.90717
H 3.92604 -1.28436 -4.47953
H 2.78702 -0.85265 -5.76036
H 3.16630 -4.64072 -6.25375
H 2.53247 -3.42701 -7.40581
C -4.36630 0.18006 2.50272
C -3.98916 -1.29256 2.26320
C -5.33669 -1.94776 2.04996
O -6.11355 -0.99569 1.31719
C -5.65916 0.30593 1.65752
H -3.60803 0.80918 2.03800
H -4.48323 0.43915 3.55238
H -3.42074 -1.82205 3.02505
H -3.43723 -1.32323 1.31857
H -5.83393 -2.08690 3.02054
H -5.31110 -2.88754 1.50643
H -6.45268 0.87576 2.14870
H -5.40795 0.85692 0.74452
C 3.11037 3.74924 1.03687
C 3.66441 3.57380 2.47590
C 2.73865 2.51819 3.03519
O 2.39739 1.66751 1.96547
C 2.23734 2.52308 0.82937
H 3.96418 3.81720 0.35781
H 2.56577 4.67762 0.88127
H 3.67003 4.49679 3.05302
H 4.69423 3.22702 2.37997
H 1.82503 2.98690 3.43464
H 3.14129 1.99630 3.90676
H 1.17130 2.77926 0.78521
H 2.38461 1.97731 -0.10750
C 5.21011 0.29041 0.24724
C 5.63018 0.91018 -1.09625
C 4.63211 0.35323 -2.10263
O 3.96781 -0.74409 -1.49202
C 4.12324 -0.74415 -0.06132
H 4.72127 1.08323 0.81909
H 6.08629 -0.07913 0.77013
H 6.62614 0.53995 -1.35418
H 5.68919 1.99519 -1.07296
H 5.05148 0.07409 -3.06814
H 3.85102 1.09779 -2.33173
H 4.40824 -1.73824 0.28493
H 3.13583 -0.48218 0.32254
C -0.74444 2.05470 4.07300
C -0.88242 3.55540 4.35965
C -1.94958 3.58620 5.45851
O -2.75850 2.44423 5.24026
C -1.89880 1.39506 4.85078
H 0.23022 1.63556 4.31451
H -0.93334 1.88248 3.01271
H -1.24961 4.08647 3.48098
H 0.04549 4.04614 4.65418
H -2.58996 4.46747 5.40879
H -1.52051 3.56278 6.46979
H -2.38255 0.64145 4.23504
H -1.47694 0.85583 5.71358
C -0.35444 -0.19800 -1.16476
C 0.04236 -0.95877 0.08605
C -0.47161 -0.01455 1.20952
O -1.40824 0.88454 0.60662
C -1.67608 0.39925 -0.70309
H -0.50114 -0.79623 -2.06219
H 0.33258 0.63193 -1.34092
H 1.12345 -1.07788 0.18795
H -0.40178 -1.94953 0.16931
H 0.35040 0.48397 1.71892
H -1.01994 -0.61798 1.94397
H -2.05914 1.18378 -1.35988
H -2.47395 -0.35327 -0.62052
C -5.24897 4.33391 -5.10115
C -3.97688 3.97806 -4.35854
C -4.43864 2.75815 -3.55091
O -5.49627 2.14831 -4.29540
C -5.78941 2.94777 -5.43669
H -5.15585 4.97215 -5.97796
H -5.94849 4.79908 -4.40171
H -3.61053 4.72491 -3.65233
H -3.16569 3.71624 -5.03905
H -4.85306 3.04742 -2.58008
H -3.63804 2.03272 -3.38159
H -6.86197 2.98189 -5.63599
H -5.31033 2.47938 -6.30560
C 3.64607 -1.71431 5.07130
C 3.60513 -2.56895 3.80786
C 2.34278 -2.04814 3.11552
O 1.51760 -1.49837 4.13247
C 2.16350 -1.68416 5.39138
H 4.06885 -0.73528 4.83661
H 4.24663 -2.15520 5.86735
H 3.45267 -3.61007 4.11749
H 4.47299 -2.59933 3.14878
H 1.85495 -2.83793 2.53018
H 2.56308 -1.27772 2.36617
H 1.81798 -2.63250 5.81917
H 1.89461 -0.88210 6.07893
*
```

HOMO energy = -0.3307 Eh
SMILES = C1CCOC1.C1CCOC1.C1CCOC1.C1CCOC1.C1CCOC1.C1CCOC1.C1CCOC1.C1CCOC1.C1CCOC1.C1CCOC1.C1CCOC1.C1CCOC1
Lowest unoccupied orbital energy = 0.0163 Eh

Here are the Mulliken charges for atoms 1 to 8, given in e: -0.414 1.567 -0.287 -0.533 -0.727 0.228 0.372 -0.433

--- ii ---
A cluster of 12 separate species, C48H96O12 in total. Source: the OMol25 dataset; level of theory: ωB97M-V/def2-TZVPD.

ORCA input file:
```
! RIJCOSX wB97M-V def2-TZVPD def2/J DEFGRID3
* xyz 0 1
C 12.99758 -20.68440 0.15877
C 14.11244 -21.20416 -0.73498
C 14.12973 -22.68148 -0.36194
O 12.76214 -23.02133 0.04713
C 11.96880 -21.80510 -0.02933
H 12.53426 -19.69305 -0.12655
H 13.28257 -20.62269 1.21220
H 15.08129 -20.74485 -0.51582
H 13.83144 -21.07773 -1.75838
H 14.77685 -23.03744 0.52358
H 14.44591 -23.34773 -1.21104
H 11.15825 -21.87843 0.71286
H 11.41456 -21.78993 -0.99145
C 6.14180 -21.12831 -1.08675
C 7.66251 -20.82814 -1.02838
C 7.74285 -19.42986 -0.58819
O 6.59434 -19.16458 0.23446
C 5.50164 -19.81602 -0.45336
H 5.85040 -22.02628 -0.53058
H 5.80024 -21.26060 -2.13233
H 8.24794 -21.01145 -1.89144
H 8.05340 -21.50895 -0.26116
H 7.59361 -18.85473 -1.49626
H 8.64808 -19.20244 -0.05702
H 5.12234 -19.20080 -1.28073
H 4.64472 -20.06065 0.15125
C 10.36814 -16.21963 5.76248
C 11.70959 -16.74228 6.23884
C 11.52788 -16.86646 7.74689
O 10.17819 -17.22639 7.90480
C 9.41416 -16.58447 6.91144
H 10.01163 -16.77452 4.88141
H 10.36262 -15.18866 5.50895
H 12.46240 -15.96043 6.00497
H 11.98735 -17.68964 5.82080
H 11.73757 -15.94405 8.25329
H 12.13490 -17.68847 8.09313
H 8.96677 -15.69354 7.29538
H 8.64005 -17.28350 6.61221
C 11.86074 -16.08168 1.92123
C 10.74351 -15.31696 1.22566
C 10.31366 -16.41586 0.31667
O 11.49670 -17.06963 -0.19359
C 12.48622 -16.89032 0.79603
H 11.47950 -16.75091 2.73603
H 12.57938 -15.41062 2.43485
H 11.19648 -14.48510 0.65360
H 9.90482 -14.93804 1.86776
H 9.72185 -16.02935 -0.52876
H 9.64063 -17.12951 0.80596
H 13.24252 -16.38412 0.23300
H 12.89185 -17.86195 1.06267
C 9.71724 -18.45999 -4.63267
C 10.52309 -18.08516 -3.40346
C 10.89203 -19.47105 -2.87830
O 9.90765 -20.35446 -3.36962
C 8.95031 -19.67165 -4.16161
H 10.46332 -18.70703 -5.45776
H 9.01918 -17.65491 -4.91500
H 9.97767 -17.45770 -2.69363
H 11.38817 -17.50609 -3.76041
H 10.92241 -19.46464 -1.79147
H 11.90319 -19.84221 -3.20392
H 8.01114 -19.39099 -3.60578
H 8.59730 -20.32409 -5.00403
C 10.84022 -20.13015 3.68069
C 10.10055 -19.91211 2.40259
C 9.08979 -18.82973 2.82783
O 8.66405 -19.20790 4.15061
C 9.67382 -20.04898 4.68363
H 11.60567 -19.37911 3.85218
H 11.40797 -21.06087 3.61898
H 9.56402 -20.83231 2.16223
H 10.74988 -19.67811 1.56440
H 8.19341 -18.80551 2.22412
H 9.51075 -17.82225 2.80913
H 9.30585 -21.05078 4.84677
H 10.00374 -19.62840 5.64994
C 15.83144 -19.22642 2.69478
C 14.66567 -18.72275 3.55850
C 15.35102 -17.72068 4.51293
O 16.61802 -17.36195 3.98187
C 17.05514 -18.58201 3.42559
H 15.67798 -18.91128 1.66498
H 15.87826 -20.28220 2.63365
H 14.18024 -19.47219 4.17471
H 13.91313 -18.30079 2.93374
H 15.41610 -18.12978 5.55325
H 14.82537 -16.77139 4.66960
H 17.34192 -19.28037 4.26375
H 17.91867 -18.37362 2.80298
C 13.45112 -20.76200 10.58898
C 12.03005 -21.30238 10.25710
C 11.82920 -21.07097 8.78297
O 13.00373 -20.48147 8.28519
C 14.06851 -20.72019 9.20533
H 13.93722 -21.55423 11.18232
H 13.41232 -19.86881 11.18571
H 11.35320 -20.75865 10.88157
H 11.97890 -22.39610 10.47565
H 10.97394 -20.45224 8.53386
H 11.70752 -22.00010 8.21840
H 14.78544 -19.90365 9.14119
H 14.48277 -21.68415 8.89069
C 13.62620 -23.04107 4.31519
C 13.60814 -22.12867 5.58910
C 15.05955 -21.73871 5.79477
O 15.68423 -21.81844 4.50267
C 15.09927 -22.98719 3.88535
H 12.99819 -22.67320 3.49152
H 13.35648 -24.05299 4.58356
H 13.15144 -22.59716 6.44811
H 12.96462 -21.25988 5.42073
H 15.58997 -22.45563 6.49211
H 15.16948 -20.73836 6.15728
H 15.64614 -23.88031 4.30739
H 15.33375 -22.96992 2.81308
C 7.58033 -24.60033 3.89333
C 8.52957 -24.72726 5.08357
C 9.88144 -24.27347 4.55667
O 9.61333 -23.23849 3.64219
C 8.30603 -23.50796 3.05723
H 6.54365 -24.31971 4.19917
H 7.56498 -25.47681 3.22857
H 8.64081 -25.73056 5.48893
H 8.32583 -24.08735 5.93218
H 10.45107 -25.10977 4.07983
H 10.47483 -23.82031 5.36788
H 8.35204 -23.81000 2.01388
H 7.84175 -22.54285 2.96689
C 5.73888 -16.20798 2.44879
C 5.93547 -16.90479 3.81237
C 7.04715 -16.07554 4.48914
O 7.62223 -15.28026 3.47144
C 7.11548 -15.57114 2.20203
H 5.00711 -15.41514 2.63551
H 5.37874 -16.82527 1.64319
H 6.22740 -17.95725 3.81060
H 5.05028 -16.87998 4.44604
H 7.82967 -16.75648 4.84372
H 6.71237 -15.39670 5.28269
H 7.80863 -16.25478 1.65964
H 6.99472 -14.61299 1.72992
C 5.93296 -20.66164 3.42259
C 5.01085 -21.81784 3.03975
C 4.66834 -22.48070 4.35697
O 5.55089 -21.99884 5.32971
C 5.82213 -20.60633 4.95792
H 5.57991 -19.70183 3.03138
H 6.93136 -20.85234 3.12290
H 5.56503 -22.49644 2.35039
H 4.12420 -21.42343 2.52264
H 4.79024 -23.59446 4.31639
H 3.61838 -22.32709 4.73277
H 6.72935 -20.22746 5.45896
H 4.94276 -20.01762 5.22983
*
```

HOMO energy = -0.3419 Eh
SMILES = C1CCOC1.C1CCOC1.C1CCOC1.C1CCOC1.C1CCOC1.C1CCOC1.C1CCOC1.C1CCOC1.C1CCOC1.C1CCOC1.C1CCOC1.C1CCOC1
Lowest unoccupied orbital energy = 0.0259 Eh

Here are the Mulliken charges for atoms 1 to 8, given in e: 1.399 -0.541 -0.306 -0.525 0.382 -0.623 -0.391 0.312

Which of them is most stable? Easy: i.

--- i ---
An isolated molecule of C9H10O2. Source: the OMol25 dataset; level of theory: ωB97M-V/def2-TZVPD.

ORCA input file:
```
! RIJCOSX wB97M-V def2-TZVPD def2/J DEFGRID3
* xyz 0 1
O 2.31164 -0.57870 0.36914
C 0.99289 -0.49823 1.00397
C 0.89336 0.76469 1.92112
C 0.73613 1.92210 0.95172
O -0.52772 1.85484 0.22621
C -0.75941 0.64614 -0.39354
C -1.73501 0.58578 -1.40445
C -2.04709 -0.58665 -2.01310
C -1.28030 -1.72294 -1.80983
C -0.28483 -1.63855 -0.88076
C -0.05549 -0.48048 -0.09453
H 2.91331 -1.11829 1.00590
H 0.95979 -1.42753 1.64546
H -0.03245 0.76074 2.54802
H 1.66949 0.92190 2.63943
H 1.57875 1.88952 0.20030
H 0.75476 2.91771 1.39137
H -2.32737 1.49691 -1.55425
H -2.84605 -0.61079 -2.70566
H -1.31008 -2.60118 -2.38437
H 0.39566 -2.49701 -0.66215
*
```

HOMO energy = -0.3168 Eh
SMILES = O[C@H]1CCOc2ccccc21
Lowest unoccupied orbital energy = 0.0259 Eh

Here are the Mulliken charges for atoms 1 to 8, given in e: -0.565 -0.088 -0.663 -0.564 -0.499 0.625 -0.652 -0.276

--- ii ---
An isolated molecule of C9H10O2. Source: the OMol25 dataset; level of theory: ωB97M-V/def2-TZVPD.

ORCA input file:
```
! RIJCOSX wB97M-V def2-TZVPD def2/J DEFGRID3
* xyz 0 1
O -2.43122 -2.56400 0.87724
C -2.46364 -1.37703 1.59388
C -1.32183 -0.59808 1.37056
O -1.30800 0.84181 1.42310
C -1.11862 0.34802 0.07995
C 0.40535 0.52664 -0.38311
C 0.51457 1.71052 -1.22930
C 1.79393 1.89616 -1.71777
C 2.78426 1.12279 -1.49495
C 2.68185 -0.02072 -0.71617
C 1.36186 -0.33383 -0.13296
H -1.79692 -3.08761 0.93999
H -3.07167 -1.36473 2.62411
H -3.35377 -0.69188 1.10452
H -0.51411 -1.20632 1.77740
H -1.93228 0.15688 -0.39072
H -0.40266 2.38587 -1.18380
H 1.99603 2.76124 -2.42211
H 3.45226 1.41941 -2.07483
H 3.52517 -0.51199 -0.68404
H 1.19945 -1.41314 0.63902
*
```

HOMO energy = -0.3399 Eh
SMILES = OC[C@@H]1O[C@H]1c1ccccc1
Lowest unoccupied orbital energy = 0.0288 Eh

Here are the Mulliken charges for atoms 1 to 8, given in e: -0.415 -0.553 -0.026 -0.441 -0.398 0.714 -0.612 -0.152

--- iii ---
A structure of composition C9H10O2. Source: the OMol25 dataset; level of theory: ωB97M-V/def2-TZVPD.

ORCA input file:
```
! RIJCOSX wB97M-V def2-TZVPD def2/J DEFGRID3
* xyz 0 1
C 3.26391 0.13255 -0.01509
C 1.86449 -0.61419 0.02238
C 0.76155 0.02532 -0.90340
C -0.70026 0.04674 -0.33956
C -1.40133 1.22284 -0.64233
C -2.71560 1.24924 -0.14115
C -3.23616 0.04412 0.42325
C -2.47019 -0.94878 0.62526
C -1.29703 -1.12044 0.12619
H 3.31818 0.59948 1.76792
H 3.75891 -1.06338 0.23027
H 3.27460 0.50318 -0.78018
H 1.39035 -0.96255 1.09871
H 1.32073 0.50180 -1.44212
H -0.94619 2.33428 -1.45400
H -3.35017 1.89386 -0.56535
H -4.59035 -0.09739 0.63405
H -2.76296 -1.70916 1.13433
H -0.35102 -1.95697 0.43205
O 3.42974 1.11170 0.92640
O 1.43880 -1.19226 -1.13762
*
```

HOMO energy = -0.3186 Eh
Lowest unoccupied orbital energy = 0.0273 Eh

Here are the Mulliken charges for atoms 1 to 8, given in e: -0.884 0.148 -0.906 0.575 -0.311 -0.535 -0.203 -0.627

--- iv ---
An isolated molecule of C9H10O2. Source: the OMol25 dataset; level of theory: ωB97M-V/def2-TZVPD.

ORCA input file:
```
! RIJCOSX wB97M-V def2-TZVPD def2/J DEFGRID3
* xyz 0 1
O -0.71046 -0.42303 -2.23837
C -0.67733 -0.98042 -0.93126
C -1.97205 -0.82043 -0.20803
C -2.23854 0.61717 0.15498
O -1.19203 0.95905 1.12699
C 0.09376 0.68727 0.84636
C 1.08938 1.27601 1.57001
C 2.42301 1.06243 1.24096
C 2.79975 0.20242 0.18154
C 1.76071 -0.43179 -0.47543
C 0.38781 -0.26768 -0.16559
H -0.98280 -1.21705 -2.93983
H -0.48728 -2.08856 -0.95604
H -2.82450 -1.29258 -0.81861
H -1.90550 -1.44641 0.69722
H -3.16781 0.67910 0.69359
H -2.26053 1.27829 -0.72580
H 0.82024 1.96928 2.32211
H 3.13936 1.47527 1.94701
H 3.82560 -0.10913 -0.08236
H 2.07922 -1.12920 -1.23944
*
```

HOMO energy = -0.3086 Eh
SMILES = O[C@@H]1CCOc2ccccc21
Lowest unoccupied orbital energy = 0.0214 Eh

Here are the Mulliken charges for atoms 1 to 8, given in e: -0.594 0.164 -0.690 -0.519 -0.507 0.690 -0.804 -0.139

Which of them is most stable? Easy: i.

--- i ---
An isolated molecule of C2H3Cl3. Source: the OMol25 dataset; level of theory: ωB97M-V/def2-TZVPD.

ORCA input file:
```
! RIJCOSX wB97M-V def2-TZVPD def2/J DEFGRID3
* xyz 0 1
Cl 0.93980 0.08506 -1.97566
C -0.36349 -0.26667 -0.77224
C 0.21257 0.22426 0.61211
Cl 1.16994 -0.99719 1.30299
Cl -0.88027 0.79426 1.83622
H -1.22347 0.33953 -0.99809
H -0.67363 -1.31225 -0.56416
H 0.81856 1.13300 0.55883
*
```

HOMO energy = -0.4028 Eh
SMILES = ClCC(Cl)Cl
Lowest unoccupied orbital energy = 0.0304 Eh

Charges per atom according to Mulliken partitioning, unit e: -0.157 -0.405 -0.065 -0.134 -0.172 0.305 0.319 0.309

--- ii ---
A cluster of 2 separate species, C2H3Cl3 in total. Source: the OMol25 dataset; level of theory: ωB97M-V/def2-TZVPD.

ORCA input file:
```
! RIJCOSX wB97M-V def2-TZVPD def2/J DEFGRID3
* xyz 0 1
C -0.89314 -0.86948 -0.63391
C 2.06671 0.14447 0.39325
Cl -0.30109 -2.39340 -0.21010
Cl 2.85037 0.72443 -1.04465
Cl 2.29193 -1.50132 0.78139
H -0.52724 -0.60903 -1.53168
H -0.89908 -0.21192 0.14931
H 2.24712 0.94354 1.08098
*
```

HOMO energy (spin up / spin down) = -0.3182 / -0.3266 Eh
Lowest unoccupied orbital energy (spin up / spin down) = -0.0278 / -0.0082 Eh

Charges per atom according to Mulliken partitioning, unit e: -0.585 -0.141 -0.087 -0.130 -0.070 0.331 0.358 0.324

Which of them is most stable? Easy: i.